1.
C38H26F10N6S3W | ωB97M-V/def2-TZVPD

Positions of all 84 atoms, in Å:
W1 1.9304 -0.0676 -0.4021
C1 4.5856 -0.7055 -1.5253
N1 4.0162 -0.8599 -0.1696
C2 4.7821 -0.0532 0.7894
C3 4.2929 1.4126 0.7003
N2 3.3816 1.4921 -0.4294
C4 2.9552 2.6885 -0.8698
C5 2.3634 2.7214 -2.1564
F1 2.3251 1.5146 -2.8039
C6 1.8391 3.8587 -2.7299
F2 1.2705 3.8266 -3.9381
C7 1.9191 5.0679 -2.0344
F3 1.4067 6.1898 -2.5628
C8 2.5216 5.0958 -0.7799
F4 2.5989 6.2519 -0.1092
C9 3.0363 3.9406 -0.2157
F5 3.5906 4.0281 1.0148
C10 3.9848 -2.2797 0.1909
C11 2.9987 -2.9645 -0.7497
N3 1.8461 -2.0788 -0.8533
C12 0.6839 -2.7462 -1.1955
C13 -0.5430 -2.4099 -0.4274
F6 -0.3135 -1.3740 0.4508
C14 -1.7027 -2.1822 -1.3224
F7 -0.8434 -3.4693 0.4736
C15 -1.8442 -3.1049 -2.3629
F8 -2.9756 -3.1028 -3.0933
C16 -0.8195 -3.9787 -2.6571
F9 -0.9907 -4.9648 -3.5648
C17 0.4799 -3.7019 -2.1587
F10 1.5274 -4.2891 -2.7839
H1 5.4607 -1.3551 -1.6518
H2 4.8934 0.3301 -1.6724
H3 3.8340 -0.9498 -2.2878
H4 5.8561 -0.1312 0.5806
H5 4.6088 -0.4505 1.7924
H6 5.1431 2.0934 0.5565
H7 3.7898 1.6925 1.6388
H8 3.6133 -2.3669 1.2179
H9 4.9856 -2.7284 0.1320
H10 2.6921 -3.9315 -0.3291
H11 3.4533 -3.1672 -1.7301
S1 -5.5427 0.7094 0.2606
C18 -4.0862 0.3262 -0.3485
S2 -2.7201 1.4615 -0.5610
C19 -1.7230 0.1852 -1.1996
N4 -2.3797 -0.9760 -1.1847
N5 -3.6862 -0.8967 -0.7373
C20 -4.5120 -2.0558 -0.7938
C21 -5.4781 -2.1529 -1.7856
C22 -6.2390 -3.3035 -1.8724
C23 -6.0304 -4.3444 -0.9845
C24 -5.0643 -4.2383 0.0015
C25 -4.2972 -3.0901 0.1064
S3 -0.1890 0.4009 -1.9035
H12 -5.6301 -1.3409 -2.4801
H13 -6.9915 -3.3883 -2.6401
H14 -6.6328 -5.2354 -1.0624
H15 -4.8959 -5.0522 0.6891
H16 -3.5437 -3.0003 0.8752
N6 1.0790 1.0537 0.7742
C26 0.1758 1.4886 1.5714
C27 -0.4377 2.8087 1.3923
C28 -1.0607 3.4808 2.4475
C29 -1.6714 4.7010 2.2291
C30 -1.6449 5.2867 0.9732
C31 -0.9954 4.6457 -0.0711
C32 -0.3999 3.4163 0.1312
C33 -0.2619 0.5708 2.6325
C34 -1.5872 0.4929 3.0559
C35 -1.9608 -0.4712 3.9741
C36 -1.0233 -1.3577 4.4810
C37 0.2954 -1.2960 4.0517
C38 0.6712 -0.3438 3.1280
H17 -1.0534 3.0507 3.4387
H18 -2.1783 5.1965 3.0436
H19 -2.1270 6.2390 0.8084
H20 -0.9654 5.1063 -1.0473
H21 0.0785 2.8917 -0.6876
H22 -2.3266 1.1611 2.6388
H23 -2.9945 -0.5377 4.2844
H24 -1.3196 -2.1011 5.2062
H25 1.0218 -2.0020 4.4298
H26 1.6947 -0.2800 2.7633

Calculated values
Multiplicity: 3
HOMO (alpha / beta) in eV: -6.5 / -6.6
Energy above the lowest of the compared OMol25 structures with the same formula, charge and spin in kJ/mol: 125.75
Total energy in eV: -110270.222
Orbital gap (alpha / beta) in Ha: 0.212 / 0.200

For each atom in turn, the Löwdin charge in e is: 1.5557, -0.0644, -0.3532, -0.1515, -0.1939, -0.1942, -0.2149, -0.1689, -0.0128, -0.1515, 0.1254, -0.1523, 0.1089, -0.1485, 0.1221, -0.1280, 0.0834, -0.1796, -0.2135, -0.1896, -0.2143, -0.4246, 0.0090, -0.1357, 0.0367, -0.1540, 0.1061, -0.1539, 0.0722, -0.1462, 0.0818, 0.1079, 0.0943, 0.0928, 0.1297, 0.1196, 0.1269, 0.1104, 0.1252, 0.1333, 0.1368, 0.1141, 0.6462, -1.0761, 1.0693, -0.8870, -0.0391, -0.0580, -0.2469, -0.0224, -0.0659, -0.0712, -0.0574, 0.0047, 0.7276, 0.1248, 0.1069, 0.1045, 0.1073, 0.1211, -0.1084, -0.2682, -0.1907, -0.0268, -0.0632, -0.0629, -0.0718, -0.0993, -0.1853, -0.0346, -0.0638, -0.0731, -0.0684, -0.0436, 0.1167, 0.1067, 0.1073, 0.1110, 0.0616, 0.1076, 0.1084, 0.1039, 0.1048, 0.0974

=====

2.
C39H39Br2NO3P2SiSr | ωB97M-V/def2-TZVPD

Positions of all 88 atoms, in Å:
Sr1 0.9318 -0.2345 1.4349
O1 0.4564 -2.4488 1.4738
P1 -1.0269 -2.1414 1.2884
C1 -1.3962 -0.2514 1.5274
P2 -0.9701 0.3938 -0.2503
O2 0.2107 -0.3979 -0.7698
C2 -2.5372 0.1432 -1.1416
C3 -2.4695 -0.2745 -2.4650
C4 -3.6282 -0.3504 -3.2272
C5 -4.8525 -0.0423 -2.6572
C6 -4.9211 0.3700 -1.3297
C7 -3.7640 0.4936 -0.5813
C8 -1.0854 2.2147 0.0112
C9 -1.1287 2.7781 1.2825
C10 -1.4221 4.1220 1.4464
C11 -1.7163 4.9116 0.3432
C12 -1.7129 4.3477 -0.9244
C13 -1.4097 3.0065 -1.0870
C14 -2.0189 -2.9307 2.5749
C15 -1.4049 -3.9640 3.2780
C16 -2.0887 -4.6071 4.3006
C17 -3.3769 -4.2160 4.6288
C18 -3.9826 -3.1656 3.9498
C19 -3.3034 -2.5194 2.9311
C20 -1.6615 -2.8505 -0.2505
C21 -3.0136 -3.1410 -0.4277
C22 -3.4310 -3.8064 -1.5668
C23 -2.5006 -4.1825 -2.5284
C24 -1.1519 -3.9206 -2.3373
C25 -0.7259 -3.2641 -1.1926
H1 -0.7850 0.1197 2.3816
H2 -2.4320 -0.0565 1.7897
H3 -1.5105 -0.5590 -2.8794
H4 -3.5718 -0.6640 -4.2613
H5 -5.7586 -0.1168 -3.2439
H6 -5.8782 0.6083 -0.8845
H7 -3.8228 0.8862 0.4272
H8 -0.9316 2.2010 2.1765
H9 -1.4236 4.5491 2.4403
H10 -1.9572 5.9581 0.4739
H11 -1.9573 4.9494 -1.7898
H12 -1.4415 2.5651 -2.0754
H13 -0.3912 -4.2486 3.0261
H14 -1.6068 -5.4057 4.8485
H15 -3.9105 -4.7222 5.4225
H16 -4.9779 -2.8424 4.2245
H17 -3.7900 -1.7001 2.4133
H18 -3.7407 -2.8585 0.3223
H19 -4.4795 -4.0347 -1.7042
H20 -2.8306 -4.6909 -3.4252
H21 -0.4253 -4.2359 -3.0742
H22 0.3258 -3.0771 -1.0207
C26 0.3671 1.1869 -4.2862
C27 1.2168 2.1792 -3.5357
C28 1.8729 3.2244 -4.2334
C29 2.6915 4.0622 -3.5446
C30 2.8700 3.8872 -2.1505
C31 3.7578 4.6686 -1.3727
Br1 4.8117 6.0346 -2.1738
C32 3.8862 4.4433 -0.0355
C33 3.1296 3.4323 0.5800
Br2 3.2990 3.2218 2.4336
C34 2.2384 2.6105 -0.1066
O3 1.5632 1.6979 0.4881
C35 2.1245 2.8620 -1.5257
N1 1.3189 2.0273 -2.2443
H23 0.6565 1.1371 -5.3360
H24 -0.6910 1.4629 -4.2467
H25 0.4850 0.1991 -3.8410
H26 1.7282 3.3358 -5.3005
H27 3.2357 4.8475 -4.0512
H28 4.5597 5.0383 0.5648
C36 4.8502 0.2630 0.7370
Si1 4.4863 -1.0400 2.0499
C37 3.8725 -2.5294 1.0275
C38 6.0552 -1.5110 2.9681
C39 3.0602 -0.5668 3.0627
H29 5.5836 -0.0688 -0.0034
H30 5.2000 1.2074 1.1597
H31 3.9074 0.4614 0.2234
H32 4.6014 -2.9639 0.3393
H33 3.0196 -2.1750 0.4383
H34 3.4883 -3.3188 1.6800
H35 6.8297 -1.9031 2.3004
H36 5.8355 -2.2829 3.7097
H37 6.4745 -0.6469 3.4895
H38 3.2494 0.2648 3.7512
H39 2.7634 -1.4452 3.6627

Calculated values
HOMO in eV: -5.9
Energy above the lowest of the compared OMol25 structures with the same formula, charge and spin in kJ/mol: 393.38
Total energy in eV: -216086.096
Orbital gap in Ha: 0.202

For each atom in turn, the Löwdin charge in e is: 1.4192, -0.4739, 0.7756, -0.3792, 0.7563, -0.4449, -0.2890, -0.0752, -0.0599, -0.0675, -0.0655, -0.0776, -0.2825, -0.0808, -0.0568, -0.0638, -0.0556, -0.0753, -0.2779, -0.0513, -0.0600, -0.0692, -0.0717, -0.0970, -0.2798, -0.0723, -0.0699, -0.0673, -0.0562, -0.0621, 0.0230, 0.0547, 0.0987, 0.1119, 0.1074, 0.1079, 0.1089, 0.0978, 0.1111, 0.1073, 0.1097, 0.1035, 0.1140, 0.1110, 0.1082, 0.1076, 0.0975, 0.1005, 0.1088, 0.1078, 0.1117, 0.1130, -0.0356, -0.3334, -0.0218, -0.0366, -0.1903, -0.6323, 0.7412, -0.1787, -0.6085, 0.8152, -0.4262, -0.3597, -0.1167, 0.1727, 0.0745, 0.0664, 0.0704, 0.1075, 0.0715, 0.0912, -0.1896, 0.3161, -0.1970, -0.2045, -0.4002, 0.0287, 0.0085, 0.0074, 0.0222, -0.0059, 0.0239, 0.0167, 0.0183, 0.0197, -0.0718, -0.0544

=====

3.
C3H5NO2 | ωB97M-V/def2-TZVPD

Positions of all 11 atoms, in Å:
O1 1.8240 -1.2981 -0.4095
C1 1.6543 -0.3973 0.3779
C2 0.4471 0.4893 0.3327
N1 -0.5064 0.0088 -0.5990
C3 -1.8741 -0.1390 -0.3208
O2 -2.3898 -0.4406 0.7290
H1 2.3932 -0.1502 1.1600
H2 -0.0232 0.5739 1.3159
H3 0.7916 1.5066 0.0540
H4 -0.1658 -0.5230 -1.3919
H5 -2.1509 0.3695 -1.2483

Calculated values
HOMO in eV: -9.7
Energy above the lowest of the compared OMol25 structures with the same formula, charge and spin in kJ/mol: 191.50
SMILES: O=CCNC=O
Total energy in eV: -8775.710
Orbital gap in Ha: 0.388

For each atom in turn, the Löwdin charge in e is: 0.0559, -0.2352, -0.1844, -0.0240, -0.3265, 0.0655, 0.1216, 0.1321, 0.1342, 0.1317, 0.1293